No. 1
This record from the OMol25 dataset describes a cluster of 7 separate species, H14O7 in total. The level of theory is ωB97M-V/def2-TZVPD.

Structure (XYZ):
```
21
Properties=species:S:1:pos:R:3:forces:R:3
O -1.16656 -1.44585 -3.66970 -0.1 0.1 -0.3
H -0.89363 -2.27838 -3.28417 0.0 -0.3 0.1
H -0.94450 -0.79074 -3.00807 0.0 0.2 0.2
O -0.29008 -4.43274 -1.48379 -0.2 0.1 -0.1
H 0.30638 -5.14552 -1.71275 0.1 -0.2 -0.1
H 0.27513 -3.75878 -1.10622 0.1 0.3 0.1
O -0.53435 0.46008 -0.09484 -0.1 0.2 -0.2
H 0.19208 -0.16224 -0.05956 0.3 -0.2 -0.1
H -0.93185 0.41450 0.77473 -0.2 0.0 0.3
O -0.16755 3.54948 3.86585 0.2 0.0 0.0
H -0.56259 4.41485 3.75950 -0.1 0.2 0.0
H -0.85423 2.93790 3.60002 -0.2 -0.3 0.0
O 2.32654 -1.37945 -1.67797 -0.3 0.0 0.2
H 2.64177 -1.04410 -2.51726 0.0 0.2 -0.3
H 2.93014 -2.09012 -1.46152 0.2 -0.1 0.1
O -2.71756 0.29477 3.25765 0.3 0.2 -0.1
H -3.27335 -0.37984 3.64782 -0.1 -0.2 0.1
H -3.28052 0.72804 2.61610 -0.2 0.1 -0.2
O 2.42215 3.42148 -0.85390 0.1 0.0 -0.2
H 2.74704 3.88239 -0.08045 0.1 0.1 0.2
H 1.77550 2.80434 -0.51152 -0.3 -0.2 0.1
```
Positions in Å, forces in eV/Å.

E_LUMO = 0.17 eV
energy relative to the best compared isomer or geometry (same formula, charge and spin) = 191.2 kJ/mol
gap between HOMO and LUMO = 11.23 eV
SMILES = O.O.O.O.O.O.O

Atomic charges from the Löwdin analysis, expressed in e, are listed below: number 1, O, carries -0.051; number 2, H, carries 0.010; number 3, H, carries 0.019; number 4, O, carries -0.045; number 5, H, carries 0.033; number 6, H, carries 0.019; number 7, O, carries -0.048; number 8, H, carries 0.019; number 9, H, carries 0.018; number 10, O, carries -0.052; number 11, H, carries 0.029; number 12, H, carries 0.017; number 13, O, carries -0.047; number 14, H, carries 0.039; number 15, H, carries 0.030; number 16, O, carries -0.051; number 17, H, carries 0.034; number 18, H, carries 0.031; number 19, O, carries -0.054; number 20, H, carries 0.028; number 21, H, carries 0.020

---

No. 2
This record from the OMol25 dataset describes a cluster of 7 separate species, H14O7 in total. The level of theory is ωB97M-V/def2-TZVPD.

Structure (XYZ):
```
21
Properties=species:S:1:pos:R:3:forces:R:3
H -0.37387 0.04764 0.92811 -0.1 0.3 0.4
H 0.46667 1.17728 0.35587 0.0 0.0 -0.1
H -4.91198 1.15540 -0.22858 0.1 0.1 0.1
H -4.13756 1.23988 -1.53363 0.1 0.0 0.0
H 1.53365 5.25953 -0.85481 0.0 -0.1 -0.1
H 1.84211 4.12924 0.11335 0.1 0.0 -0.1
H -3.88995 -1.10145 0.54417 -0.1 0.0 -0.1
H -5.36086 -1.12552 0.16224 0.1 -0.2 0.0
H 3.14045 -1.75038 -1.99300 -0.1 -0.2 0.0
H 4.35439 -2.28514 -1.25110 -0.1 -0.1 -0.1
H -0.02795 -1.16686 -0.31154 0.5 -0.1 -0.2
H -0.27210 -1.03260 -1.80567 0.0 -0.1 0.0
H 2.82863 0.19554 2.48974 -0.2 -0.1 -0.1
H 3.14189 -0.46338 3.82306 0.0 -0.1 -0.1
O 0.53749 0.35044 0.84609 -0.1 0.2 0.0
O -4.01567 1.14065 -0.58269 -0.1 -0.1 -0.1
O 1.84621 4.34826 -0.82527 -0.1 0.0 0.2
O -4.70145 -1.60424 0.67700 -0.1 0.1 0.0
O 3.77603 -2.47494 -1.99840 0.1 0.2 0.1
O 0.03132 -1.65850 -1.13845 -0.3 0.0 -0.2
O 2.73439 -0.63657 2.96694 0.2 0.2 0.2
```
Positions in Å, forces in eV/Å.

E_LUMO = -0.04 eV
energy relative to the best compared isomer or geometry (same formula, charge and spin) = 226.4 kJ/mol
gap between HOMO and LUMO = 10.94 eV
SMILES = O.O.O.O.O.O.O

Atomic charges from the Löwdin analysis, expressed in e, are listed below: number 1, H, carries 0.045; number 2, H, carries 0.052; number 3, H, carries 0.036; number 4, H, carries 0.046; number 5, H, carries 0.035; number 6, H, carries 0.029; number 7, H, carries 0.014; number 8, H, carries 0.020; number 9, H, carries 0.025; number 10, H, carries 0.031; number 11, H, carries -0.018; number 12, H, carries 0.034; number 13, H, carries 0.021; number 14, H, carries 0.031; number 15, O, carries -0.040; number 16, O, carries -0.055; number 17, O, carries -0.063; number 18, O, carries -0.061; number 19, O, carries -0.063; number 20, O, carries -0.056; number 21, O, carries -0.064

---

No. 3
This record from the OMol25 dataset describes a cluster of 7 separate species, H14O7 in total in a non-equilibrium geometry. The level of theory is ωB97M-V/def2-TZVPD.

Structure (XYZ):
```
21
Properties=species:S:1:pos:R:3:forces:R:3
H -0.60802 1.26816 -0.24604 -0.2 1.1 2.8
H -1.46724 0.93342 0.97646 0.1 0.3 0.1
H 0.06945 -0.00465 -4.61206 0.2 -0.2 -0.3
H 1.08170 0.84111 -3.77285 -0.8 -0.5 -0.1
H 0.36822 -0.99191 -1.04015 0.1 0.4 -0.2
H 0.85081 -2.15926 -1.71181 0.8 -3.9 0.8
H -2.57712 -2.04184 1.36684 1.4 0.5 0.4
H -1.06485 -2.28116 1.52519 2.4 -2.8 -0.7
H 3.05157 -0.91301 -1.11830 0.0 0.2 -0.6
H 2.21881 -1.37401 -2.30401 -0.3 -2.2 -1.6
H -0.85748 4.42309 3.01563 1.3 1.5 -2.5
H -1.38141 3.02795 3.33312 0.3 1.0 0.1
H 0.30594 -1.76938 2.42186 0.4 1.4 -0.3
H -0.03153 -0.33357 1.95668 -2.0 2.4 0.7
O -0.76879 1.56735 0.74014 0.0 -1.5 -2.8
O 0.15938 0.51437 -3.81714 0.5 1.0 0.2
O 0.57051 -1.32876 -1.92142 -6.0 1.1 -0.4
O -1.69044 -1.63711 1.57510 -5.7 2.0 -0.2
O 2.47712 -0.63205 -1.85454 5.7 4.0 2.4
O -1.22743 3.92986 3.68458 -1.5 -2.6 2.3
O 0.52080 -1.03859 1.80274 3.6 -3.3 -0.1
```
Positions in Å, forces in eV/Å.

E_LUMO = 0.10 eV
energy relative to the best compared isomer or geometry (same formula, charge and spin) = 468.3 kJ/mol
gap between HOMO and LUMO = 9.43 eV
SMILES = O.O.O.O.O.O.O

Atomic charges from the Löwdin analysis, expressed in e, are listed below: number 1, H, carries 0.108; number 2, H, carries 0.018; number 3, H, carries 0.025; number 4, H, carries 0.047; number 5, H, carries 0.057; number 6, H, carries 0.001; number 7, H, carries 0.096; number 8, H, carries -0.030; number 9, H, carries 0.068; number 10, H, carries -0.028; number 11, H, carries -0.018; number 12, H, carries 0.044; number 13, H, carries 0.064; number 14, H, carries -0.038; number 15, O, carries -0.095; number 16, O, carries -0.067; number 17, O, carries -0.066; number 18, O, carries -0.049; number 19, O, carries -0.055; number 20, O, carries -0.034; number 21, O, carries -0.048

---

No. 4
This record from the OMol25 dataset describes a structure of composition H14O8Y in a non-equilibrium geometry. The level of theory is ωB97M-V/def2-TZVPD.

Structure (XYZ):
```
23
Properties=species:S:1:pos:R:3:forces:R:3
Y -1.84201 1.45333 1.67077 2.6 -4.2 0.3
O -0.26968 0.44093 0.43092 -0.7 1.3 -0.8
H 0.44417 0.56555 -0.22438 -0.5 0.6 0.7
O -1.22883 -0.30364 3.06800 -2.0 2.5 -1.1
H -1.94846 -0.69867 3.59773 0.6 0.2 -0.3
O -2.92179 1.04878 -0.53945 -0.2 0.5 0.5
H -2.72999 0.52922 -1.32016 0.5 -0.4 0.0
H -3.87180 1.16472 -0.55576 -0.5 0.1 0.0
O -1.70083 -2.01030 0.19680 -0.9 -0.2 0.0
H -0.97113 -1.42493 -0.00597 0.4 0.3 0.6
H -1.88372 -2.46043 -0.62792 0.0 -0.3 -0.1
O 1.98872 1.43447 -1.58756 -0.4 -0.1 -0.5
H 1.40584 2.02329 -2.06690 -0.1 0.3 -0.1
H 2.08164 0.67168 -2.15831 0.1 -0.4 -0.2
O 1.38483 -0.95428 1.93181 0.8 -0.7 0.6
H 0.99924 -0.22497 1.44635 -0.4 0.2 0.0
H 1.80152 -1.49538 1.26113 0.2 -0.1 -0.1
O 0.29073 -1.49127 -1.91946 0.4 -0.1 -0.4
H 0.01270 -0.71752 -1.42931 -0.2 0.3 0.4
H -0.43659 -1.67238 -2.51479 -0.1 -0.1 -0.3
O 3.04188 1.51837 0.80038 0.2 0.2 0.8
H 3.88683 1.17911 0.50507 0.2 -0.1 0.0
H 2.46684 1.42433 0.04096 0.1 0.1 -0.1
```
Positions in Å, forces in eV/Å.

<S²> = 0.75
E_LUMO (alpha / beta) = -0.61 / -0.96 eV
gap between HOMO and LUMO (alpha / beta) = 5.39 / 8.05 eV
spin multiplicity = 2

Atomic charges from the Löwdin analysis, expressed in e, are listed below: number 1, Y, carries 1.335; number 2, O, carries -0.499; number 3, H, carries -0.037; number 4, O, carries -0.502; number 5, H, carries -0.057; number 6, O, carries -0.162; number 7, H, carries 0.063; number 8, H, carries 0.051; number 9, O, carries -0.065; number 10, H, carries -0.042; number 11, H, carries 0.019; number 12, O, carries -0.029; number 13, H, carries 0.073; number 14, H, carries 0.063; number 15, O, carries -0.079; number 16, H, carries -0.058; number 17, H, carries 0.021; number 18, O, carries -0.035; number 19, H, carries -0.021; number 20, H, carries 0.042; number 21, O, carries -0.063; number 22, H, carries 0.032; number 23, H, carries -0.050

---

No. 5
This record from the OMol25 dataset describes a structure of composition H16HgO12P in a non-equilibrium geometry. The level of theory is ωB97M-V/def2-TZVPD.

Structure (XYZ):
```
30
Properties=species:S:1:pos:R:3:forces:R:3
Hg -0.23339 -0.15015 0.03410 1.1 -8.2 2.9
P -0.28886 2.43819 -0.84337 -2.2 6.4 -2.0
O 0.52239 1.82146 0.30569 12.1 5.4 12.5
O -1.08248 1.11764 -1.37626 -10.6 -2.1 -11.3
O -1.12503 1.79630 0.22645 -13.7 4.7 12.3
O 0.53009 1.34177 -1.37112 12.6 -3.3 -13.8
O 1.66399 -1.71495 0.54135 0.5 -0.9 0.4
H 2.26606 -2.05634 1.22299 -0.5 0.5 0.0
H 2.12437 -1.89597 -0.28002 0.0 0.4 -0.7
O -0.54947 0.41896 2.28864 -0.4 0.4 0.8
H 0.28582 0.46228 2.79052 -0.4 0.1 -0.8
H -0.65010 1.24051 1.68720 0.1 -0.3 1.7
O -1.90800 -1.05253 -1.98871 0.8 -1.0 -0.4
H -1.60788 -0.11744 -1.74628 -0.2 -0.2 -1.0
H -2.82261 -0.85753 -2.02067 -1.7 -0.2 0.0
O 0.88765 -0.88290 -2.13884 1.7 -0.5 0.8
H 0.73382 0.08954 -1.93522 0.8 -0.4 -1.3
H 0.10996 -1.13082 -2.58074 -1.8 -0.8 -1.1
O 2.83213 0.92463 -0.78523 0.5 0.0 -1.2
H 2.98522 0.63302 0.10048 0.1 -0.1 0.8
H 1.83706 1.15937 -0.88687 2.4 -0.1 0.3
O 2.16322 0.70832 1.97136 0.4 0.4 1.6
H 2.25961 1.23333 2.80720 -0.1 -0.4 -1.5
H 1.57853 1.21432 1.32433 0.5 0.5 0.7
O -1.09143 -2.42502 0.71025 -1.0 -0.7 -0.7
H -2.04139 -2.53245 0.46196 0.8 0.8 0.4
H -0.68179 -2.90977 -0.02130 0.4 0.1 0.2
O -2.82444 -0.00924 0.44553 -1.1 -2.0 0.2
H -2.25934 0.74954 0.28730 0.1 1.4 -0.3
H -3.61371 0.38592 0.76929 -1.0 0.3 0.6
```
Positions in Å, forces in eV/Å.

E_LUMO = 2.78 eV
energy relative to the best compared isomer or geometry (same formula, charge and spin) = 0.0 kJ/mol
gap between HOMO and LUMO = 5.70 eV
net charge = -1

Atomic charges from the Löwdin analysis, expressed in e, are listed below: number 1, Hg, carries 1.349; number 2, P, carries 0.349; number 3, O, carries -0.473; number 4, O, carries -0.429; number 5, O, carries -0.512; number 6, O, carries -0.497; number 7, O, carries -0.081; number 8, H, carries 0.070; number 9, H, carries 0.042; number 10, O, carries -0.140; number 11, H, carries 0.032; number 12, H, carries 0.027; number 13, O, carries -0.135; number 14, H, carries -0.070; number 15, H, carries 0.008; number 16, O, carries -0.082; number 17, H, carries -0.049; number 18, H, carries -0.015; number 19, O, carries -0.123; number 20, H, carries -0.040; number 21, H, carries -0.046; number 22, O, carries -0.145; number 23, H, carries 0.067; number 24, H, carries -0.005; number 25, O, carries -0.094; number 26, H, carries 0.066; number 27, H, carries 0.042; number 28, O, carries -0.085; number 29, H, carries -0.062; number 30, H, carries 0.033